Computed, not measured: a 2-piece molecular cluster, C7H16N2O2 overall in a non-equilibrium geometry, with ωB97M-V/def2-TZVPD.

Summary:
Max |F|: 8.54 eV Å⁻¹
M: 160.22 g/mol
Charge: 0
Energy: -14590.010 eV
ΔE to the lowest compared entry with this formula, charge and spin: 4.005 eV

Element x y z (Å)
H  2.81027  -0.62402  1.06179
H  2.64885  1.42837  1.07855
H  -0.17482  1.70909  0.86994
N  -2.73882  -1.18337  -0.53289
C  0.44069  1.22541  -2.22301
H  2.31748  2.18210  -0.47992
C  0.69295  2.39019  1.04517
H  -0.12017  1.08773  -3.01806
H  1.51625  1.60580  -2.64753
C  0.85906  0.08456  -1.32989
C  -2.18459  -1.19453  0.72100
H  2.00450  -1.61447  -0.26491
C  -2.14279  -2.60178  1.19231
O  -2.00972  -0.32154  1.51894
H  -2.73205  -1.98889  -1.05091
H  1.43949  -1.04062  1.21972
N  1.47262  0.43155  -0.17250
H  -3.08766  -2.89070  0.63667
H  -2.21997  -2.60492  2.32784
H  -1.42427  -3.22700  0.72876
H  -0.11377  2.02791  -1.78519
H  0.08702  3.31239  0.51760
H  -2.84216  -0.33975  -0.93294
C  2.01497  -0.77994  0.52410
H  0.97452  2.33882  1.97786
O  0.63887  -1.12373  -1.42397
C  1.87325  1.71133  0.44149

Atomic forces in eV per Å
5.3571 1.3890 1.9098
1.0818 0.2042 1.3171
0.7347 -0.0706 0.7833
0.8200 0.7359 3.0632
5.5028 1.3305 1.6896
-0.0382 0.6460 1.2838
-4.1583 0.7395 -5.7621
-2.4317 -2.0200 -3.9910
-2.6208 -0.3280 0.9670
-1.0311 -0.0711 1.8673
-0.5259 -2.2473 0.1986
0.7907 1.2254 1.6687
-2.2277 -0.4776 0.4657
0.3117 2.3562 -0.2794
0.1057 -1.8381 -1.4834
-5.7540 -2.4648 5.3564
1.7149 -1.8325 1.2548
0.5826 -0.8160 1.7370
0.2190 -0.4321 -1.7222
1.2306 -0.4548 0.0246
0.3554 0.6600 1.2260
2.6761 -1.4050 1.6783
-0.4027 3.2405 -2.0595
-0.6026 0.4403 -8.5112
0.0703 1.2560 5.5563
-1.0599 0.3758 -2.4834
-0.7006 -0.1416 -5.7555